The following is a DFT calculation (ωB97M-V/def2-TZVPD) of the molecule C5H8O2.

Each line ends with the natural charge from an NBO analysis.
Positions of all 15 atoms, in Å:
C1 -0.1579 1.4976 -0.4977  -0.09
C2 0.8389 0.5302 -1.1321  -0.10
O1 1.4795 -0.3152 -0.2000  -0.50
C3 0.6047 -0.8469 0.7437  0.07
C4 -0.6866 -1.5457 0.4276  -0.48
C5 -0.7101 -0.1718 1.0398  0.04
O2 -1.1963 0.8172 0.1741  -0.51
H1 0.3210 2.1979 0.2006  0.17
H2 -0.6338 2.0644 -1.3029  0.20
H3 0.3136 -0.0866 -1.8768  0.17
H4 1.6375 1.0804 -1.6366  0.20
H5 1.1871 -1.2690 1.5595  0.20
H6 -1.0210 -1.5574 -0.6052  0.23
H7 -0.9824 -2.3943 1.0303  0.22
H8 -0.9941 -0.0008 2.0756  0.19

Its structure (SMILES) is C1CO[C@@H]2C[C@@H]2O1. Its orbital gap is 10.2 eV. The strongest force on any atom comes out at 0.00692 hartree/bohr. For the LUMO energy, the calculation gives 1.07 eV.

The following is a DFT calculation (ωB97M-V/def2-TZVPD) of a cluster of 4 separate species, C21H17BrF2N4O9P in total in a non-equilibrium geometry.

Each line ends with the natural charge from an NBO analysis.
Positions of all 55 atoms, in Å:
O1 -2.4991 3.6147 -0.3434  -0.59
C1 -3.0173 4.7606 -0.8666  0.98
F1 -2.5085 6.0233 -0.2131  -0.36
N1 -4.0418 4.7213 -1.9785  -0.56
C2 -5.1460 5.7400 -1.8032  -0.79
P1 -6.7112 5.2175 -2.8387  0.94
O2 -7.2193 3.5832 -2.3766  -1.04
Br1 -8.4438 6.5961 -2.2440  -0.32
C3 -3.4227 4.7923 -3.3566  0.97
O3 -3.9595 3.9641 -4.2940  -0.54
F2 -2.3344 5.6958 -3.7951  -0.35
H1 -5.4512 5.6448 -0.6534  0.18
H2 -6.4069 2.9774 -2.4144  0.49
C4 -0.9644 0.9676 0.2084  -0.16
C5 -0.6268 -0.3238 -0.1994  -0.21
C6 -0.0937 -1.2307 0.7186  -0.21
C7 0.0937 -0.8334 2.0496  0.07
C8 -0.2372 0.4649 2.4600  -0.21
C9 -0.7669 1.3640 1.5322  -0.20
N2 0.6298 -1.7901 3.0252  0.51
O4 0.9281 -2.9231 2.6191  -0.39
O5 0.7496 -1.4116 4.1993  -0.40
H3 -1.3850 1.6695 -0.5098  0.26
H4 -0.7822 -0.6248 -1.2333  0.22
H5 0.1642 -2.2335 0.3850  0.24
H6 -0.0923 0.7882 3.4888  0.24
H7 -1.0297 2.3731 1.8417  0.24
C10 -0.6498 -6.2047 -2.8198  -0.18
C11 0.4837 -5.4149 -3.0185  -0.21
C12 0.3480 -4.0541 -3.2999  -0.18
C13 -0.9334 -3.4911 -3.3758  0.02
C14 -2.0733 -4.2833 -3.1844  -0.18
C15 -1.9250 -5.6436 -2.9064  -0.21
N3 -1.0821 -2.0561 -3.6461  0.51
O6 -0.0503 -1.3929 -3.8284  -0.37
O7 -2.2298 -1.5892 -3.6723  -0.36
H8 -0.5387 -7.2641 -2.5950  0.22
H9 1.4742 -5.8598 -2.9509  0.22
H10 1.2412 -3.4521 -3.4521  0.25
H11 -3.0739 -3.8604 -3.2453  0.25
H12 -2.8036 -6.2663 -2.7532  0.22
C16 4.2920 -1.2083 2.8932  -0.18
C17 3.8871 -0.5004 4.0260  -0.22
C18 4.7372 0.4466 4.6003  -0.20
C19 5.9945 0.6811 4.0267  0.08
C20 6.4066 -0.0337 2.8941  -0.21
C21 5.5489 -0.9803 2.3303  -0.21
N4 6.8825 1.6935 4.6107  0.50
O8 6.4895 2.2911 5.6237  -0.38
O9 7.9719 1.8955 4.0554  -0.38
H13 3.6234 -1.9417 2.4456  0.23
H14 2.9066 -0.6848 4.4598  0.25
H15 4.4069 0.9900 5.4829  0.25
H16 7.3816 0.1347 2.4417  0.25
H17 5.8583 -1.5381 1.4493  0.22

Its orbital gap is 4.4 eV. The strongest force on any atom comes out at 0.19126 hartree/bohr. For the LUMO energy, the calculation gives 0.45 eV. As for the total charge: -1.

The following is a DFT calculation (ωB97M-V/def2-TZVPD) of a cluster of 5 separate species, C3H15NO4 in total in a non-equilibrium geometry.

Each line ends with the natural charge from an NBO analysis.
Positions of all 23 atoms, in Å:
C1 -1.7293 -2.2659 -1.2475  -0.06
N1 -1.0334 -1.1832 -1.1767  -0.43
C2 0.2122 -1.4232 -0.2682  -0.25
C3 1.5257 -0.9748 -0.9969  -0.65
H1 -1.5693 -3.0756 -0.4938  0.16
H2 -2.6920 -2.2767 -1.7699  0.18
H3 0.0885 -0.7380 0.6043  0.24
H4 0.2356 -2.5192 -0.1078  0.18
H5 1.3000 -0.8744 -2.0630  0.21
H6 1.7470 0.0389 -0.5714  0.22
H7 2.5176 -1.5048 -0.9302  0.22
O1 0.0293 -0.9543 3.0058  -0.99
H8 -0.5296 -0.8883 3.7390  0.46
H9 0.4971 -0.1412 2.7774  0.50
O2 0.6090 2.6397 -0.1701  -0.97
H10 0.9666 3.3994 -0.5357  0.46
H11 0.0622 2.4015 -0.8887  0.51
O3 1.0979 1.3107 2.2443  -0.97
H12 1.3100 1.8863 3.0074  0.48
H13 1.0570 1.8818 1.4859  0.52
O4 -1.0874 1.5496 -2.1361  -0.99
H14 -1.8813 1.7156 -2.5619  0.47
H15 -1.1175 0.5947 -1.9312  0.51

Its structure (SMILES) is C=NCC.O.O.O.O. Its orbital gap is 11.1 eV. The strongest force on any atom comes out at 0.06016 hartree/bohr. For the LUMO energy, the calculation gives 0.83 eV.

The following is a DFT calculation (ωB97M-V/def2-TZVPD) of a cluster of 3 separate species, C14H37N2O2S in total in a non-equilibrium geometry.

Each line ends with the natural charge from an NBO analysis.
Positions of all 56 atoms, in Å:
C1 5.4065 -2.0327 1.8734  -0.62
C2 5.0711 -3.2695 1.0293  -0.41
C3 3.9295 -4.1253 1.6182  -0.43
C4 3.1163 -4.8266 0.5193  -0.51
S1 1.4885 -4.1169 0.1452  0.64
C5 1.6343 -2.3178 0.4405  -0.52
C6 1.1468 -1.9389 1.8522  -0.62
H1 4.6466 -1.8172 2.6221  0.20
H2 5.4822 -1.1518 1.2405  0.22
H3 6.3609 -2.1224 2.3828  0.23
H4 4.8019 -2.9369 0.0283  0.19
H5 5.9432 -3.9097 0.9331  0.23
H6 3.3131 -3.5270 2.2807  0.22
H7 4.3636 -4.9173 2.2234  0.24
H8 3.6464 -4.7806 -0.4271  0.26
H9 2.9246 -5.8734 0.7391  0.26
H10 0.6877 -4.4971 1.1570  0.17
H11 1.0525 -1.8408 -0.3408  0.29
H12 2.6845 -2.0657 0.3414  0.26
H13 0.0872 -1.7072 1.8471  0.24
H14 1.7311 -1.1195 2.2556  0.25
H15 1.2943 -2.7756 2.5298  0.21
C7 -0.5596 1.5514 -1.4076  -0.62
C8 0.8307 1.6042 -2.0304  -0.08
C9 0.8950 2.3537 -3.3671  -0.07
O1 0.3698 1.6406 -4.4677  -0.55
C10 -1.0390 1.6918 -4.6132  -0.25
N1 1.3541 0.2353 -2.1519  -0.86
H16 -1.2000 0.8113 -1.8887  0.20
H17 -0.4903 1.2755 -0.3544  0.21
H18 -1.0573 2.5198 -1.4611  0.23
H19 1.4793 2.1466 -1.3367  0.19
H20 1.9476 2.5221 -3.6091  0.19
H21 0.4218 3.3402 -3.2885  0.17
H22 -1.4378 2.6630 -4.3075  0.17
H23 -1.5307 0.8980 -4.0452  0.16
H24 -1.2641 1.5391 -5.6676  0.20
H25 2.3236 0.2754 -2.4552  0.36
H26 0.8717 -0.2071 -2.9312  0.36
C11 -5.5091 1.7834 2.1883  -0.61
C12 -4.2949 2.6841 2.3916  -0.08
C13 -3.9366 3.5438 1.1711  -0.07
O2 -3.2990 2.8381 0.1207  -0.56
C14 -4.1631 2.1118 -0.7331  -0.25
N2 -3.1603 1.8666 2.8360  -0.82
H27 -5.2674 0.8984 1.6002  0.20
H28 -5.8793 1.4339 3.1514  0.22
H29 -6.3197 2.3165 1.6887  0.21
H30 -4.5373 3.3797 3.1996  0.19
H31 -3.2124 4.2971 1.4909  0.19
H32 -4.8135 4.0828 0.7909  0.17
H33 -5.1191 2.6212 -0.8785  0.18
H34 -4.3384 1.1047 -0.3470  0.16
H35 -3.6696 2.0156 -1.7009  0.18
H36 -2.3898 2.4761 3.0956  0.35
H37 -2.8183 1.3552 2.0263  0.35

Its orbital gap is 8.1 eV. The strongest force on any atom comes out at 0.02011 hartree/bohr. For the LUMO energy, the calculation gives -2.94 eV. As for the total charge: +1.